Entry 1:
Molecular formula: C33H68O15S
Method: DFT, ωB97M-V/def2-TZVPD

Calculated values
Maximum force in eV/A: 4.8
Total charge: 0
SMILES string: CCOS(C)(=O)=O.COC(=O)OC.COC(=O)OC.C1CCOC1.C1CCOC1.C1CCOC1.C1CCOC1.C1CCOC1.C1CCOC1
DFT total energy in eV: -76864.8635

Bonds (Å) are listed after each position.
Positions of all 117 atoms, in Å:
1 C -4.4142 -2.1338 0.1344  C2 1.526, H8 1.090, H9 1.090, H10 1.090
2 C -4.5839 -3.0861 1.3147  C1 1.526, O3 1.418, H11 1.090, H12 1.090
3 O -5.8328 -3.7395 1.1585  C2 1.418, S4 1.663
4 S -6.0144 -5.0377 2.1824  O3 1.663, C5 1.855, O6 1.495, O7 1.435
5 C -7.2016 -6.0581 1.1866  S4 1.855, H13 1.090, H14 1.090, H15 1.090
6 O -4.6907 -5.7214 2.3018  S4 1.495
7 O -6.7221 -4.5047 3.3108  S4 1.435
8 H -5.2968 -1.5042 0.2471  C1 1.090
9 H -4.3769 -2.6679 -0.8151  C1 1.090
10 H -3.6069 -1.4188 0.2930  C1 1.090
11 H -3.7055 -3.7310 1.3380  C2 1.090
12 H -4.5001 -2.4863 2.2209  C2 1.090
13 H -7.1504 -7.1208 1.4235  C5 1.090
14 H -6.9150 -5.8664 0.1525  C5 1.090
15 H -8.1885 -5.6217 1.3404  C5 1.090
16 C -0.9818 0.9064 0.7031  O17 1.462, H22 1.090, H23 1.090, H24 1.090
17 O -0.0537 0.4078 -0.3110  C16 1.462, C18 1.307
18 C 1.0338 -0.1798 0.1152  O17 1.307, O19 1.263, O20 1.334
19 O 1.3407 -0.4652 1.3065  C18 1.263
20 O 1.8204 -0.2822 -0.9569  C18 1.334, C21 1.448
21 C 3.1130 -0.9184 -0.8153  O20 1.448, H25 1.090, H26 1.090, H27 1.090
22 H -1.6110 1.6211 0.1724  C16 1.090
23 H -0.4330 1.3353 1.5415  C16 1.090
24 H -1.7082 0.1771 1.0616  C16 1.090
25 H 3.4868 -1.3007 -1.7652  C21 1.090
26 H 3.1044 -1.7537 -0.1151  C21 1.090
27 H 3.8323 -0.1924 -0.4365  C21 1.090
28 C -6.0015 1.9111 -2.6837  O29 1.467, H34 1.090, H35 1.090, H36 1.090
29 O -5.1054 1.4035 -1.6393  C28 1.467, C30 1.304
30 C -5.4819 1.5926 -0.4056  O29 1.304, O31 1.240, O32 1.378
31 O -6.5969 2.0075 -0.0571  C30 1.240
32 O -4.4723 1.1345 0.4126  C30 1.378, C33 1.343
33 C -4.6667 0.9439 1.7280  O32 1.343, H37 1.090, H38 1.090, H39 1.090
34 H -7.0607 1.8366 -2.4375  C28 1.090
35 H -5.7536 1.5638 -3.6867  C28 1.090
36 H -5.8443 2.9897 -2.6803  C28 1.090
37 H -5.5685 0.3457 1.8583  C33 1.090
38 H -4.6191 1.8885 2.2699  C33 1.090
39 H -3.7967 0.4007 2.0969  C33 1.090
40 C 4.9464 0.8414 -3.2319  C41 1.528, C44 1.560, H45 1.090, H46 1.090
41 C 4.2131 -0.1973 -4.0794  C40 1.528, C42 1.477, H47 1.090, H48 1.090
42 C 5.2254 -1.2535 -4.2855  C41 1.477, O43 1.441, H49 1.090, H50 1.090
43 O 5.9960 -1.2333 -3.0677  C42 1.441, C44 1.426
44 C 6.2099 0.1198 -2.6705  C40 1.560, O43 1.426, H51 1.090, H52 1.090
45 H 4.4276 1.3043 -2.3926  C40 1.090
46 H 5.3703 1.6156 -3.8715  C40 1.090
47 H 4.0726 0.1492 -5.1033  C41 1.090
48 H 3.2790 -0.5072 -3.6110  C41 1.090
49 H 5.9140 -1.0968 -5.1158  C42 1.090
50 H 4.7960 -2.2240 -4.5342  C42 1.090
51 H 7.2020 0.3679 -3.0476  C44 1.090
52 H 6.2382 0.2541 -1.5892  C44 1.090
53 C 1.1752 3.7224 -1.6380  C54 1.507, C57 1.527, H58 1.090, H59 1.090
54 C -0.0842 3.6241 -2.4592  C53 1.507, C55 1.492, H60 1.090, H61 1.090
55 C 0.4776 3.8950 -3.8142  C54 1.492, O56 1.404, H62 1.090, H63 1.090
56 O 1.6930 3.1936 -3.8537  C55 1.404, C57 1.380
57 C 2.2558 3.2216 -2.5938  C53 1.527, O56 1.380, H64 1.090, H65 1.090
58 H 0.9761 2.9956 -0.8505  C53 1.090
59 H 1.3870 4.7354 -1.2958  C53 1.090
60 H -0.8498 4.3503 -2.1860  C54 1.090
61 H -0.6251 2.6787 -2.4180  C54 1.090
62 H 0.6160 4.9383 -4.0981  C55 1.090
63 H -0.1466 3.4597 -4.5945  C55 1.090
64 H 3.2267 3.7119 -2.5227  C57 1.090
65 H 2.4683 2.2012 -2.2747  C57 1.090
66 C -1.7645 5.1427 3.0231  C67 1.463, C70 1.554, H71 1.090, H72 1.090
67 C -2.2009 5.2540 1.6307  C66 1.463, C68 1.517, H73 1.090, H74 1.090
68 C -2.9763 3.9887 1.3165  C67 1.517, O69 1.474, H75 1.090, H76 1.090
69 O -2.2405 3.0077 2.1347  C68 1.474, C70 1.339
70 C -1.7830 3.6048 3.2426  C66 1.554, O69 1.339, H77 1.090, H78 1.090
71 H -2.2482 5.7752 3.7674  C66 1.090
72 H -0.7576 5.5196 3.2028  C66 1.090
73 H -1.3281 5.2388 0.9779  C67 1.090
74 H -2.7251 6.1767 1.3820  C67 1.090
75 H -3.0810 3.7242 0.2643  C68 1.090
76 H -3.9995 4.0912 1.6779  C68 1.090
77 H -0.8145 3.2776 3.6212  C70 1.090
78 H -2.5006 3.3876 4.0337  C70 1.090
79 C -0.6716 -0.1246 -3.4993  C80 1.551, C83 1.523, H84 1.090, H85 1.090
80 C -1.9833 -0.4795 -2.7508  C79 1.551, C81 1.591, H86 1.090, H87 1.090
81 C -3.0244 -0.8451 -3.8965  C80 1.591, O82 1.412, H88 1.090, H89 1.090
82 O -2.3829 -0.3225 -5.0412  C81 1.412, C83 1.450
83 C -1.2163 0.4976 -4.7778  C79 1.523, O82 1.450, H90 1.090, H91 1.090
84 H -0.0967 -1.0038 -3.7901  C79 1.090
85 H -0.0072 0.5237 -2.9279  C79 1.090
86 H -2.2838 0.3678 -2.1344  C80 1.090
87 H -1.8611 -1.2840 -2.0256  C80 1.090
88 H -3.9870 -0.3941 -3.6552  C81 1.090
89 H -3.3204 -1.8782 -4.0787  C81 1.090
90 H -1.2773 1.5829 -4.8594  C83 1.090
91 H -0.4731 0.3115 -5.5532  C83 1.090
92 C 5.1460 -0.2710 3.7584  C93 1.524, C96 1.563, H97 1.090, H98 1.090
93 C 6.5902 0.0002 3.3535  C92 1.524, C94 1.499, H99 1.090, H100 1.090
94 C 6.4568 0.6109 1.9907  C93 1.499, O95 1.429, H101 1.090, H102 1.090
95 O 5.2759 0.0177 1.4470  C94 1.429, C96 1.455
96 C 4.5028 -0.7455 2.4148  C92 1.563, O95 1.455, H103 1.090, H104 1.090
97 H 4.6266 0.6327 4.0772  C92 1.090
98 H 5.0671 -0.9974 4.5672  C92 1.090
99 H 7.1243 -0.9473 3.4252  C93 1.090
100 H 7.1131 0.6624 4.0435  C93 1.090
101 H 7.3671 0.4253 1.4207  C94 1.090
102 H 6.3704 1.6975 1.9829  C94 1.090
103 H 4.6093 -1.7831 2.0985  C96 1.090
104 H 3.4252 -0.5822 2.4185  C96 1.090
105 C 3.5570 -4.3004 3.9138  C106 1.534, C109 1.559, H110 1.090, H111 1.090
106 C 2.4932 -4.4439 2.8179  C105 1.534, C107 1.476, H112 1.090, H113 1.090
107 C 1.2687 -3.8224 3.3598  C106 1.476, O108 1.446, H114 1.090, H115 1.090
108 O 1.3091 -4.1840 4.7595  C107 1.446, C109 1.454
109 C 2.6657 -4.4966 5.1777  C105 1.559, O108 1.454, H116 1.090, H117 1.090
110 H 3.8775 -3.2599 3.8615  C105 1.090
111 H 4.4121 -4.9732 3.8484  C105 1.090
112 H 2.2469 -5.4987 2.6966  C106 1.090
113 H 2.7836 -4.0039 1.8639  C106 1.090
114 H 0.4269 -4.3320 2.8910  C107 1.090
115 H 1.4266 -2.7550 3.2057  C107 1.090
116 H 2.6810 -5.5400 5.4927  C109 1.090
117 H 2.9451 -3.7939 5.9628  C109 1.090

Atom charges from the Löwdin analysis, given in e for atoms 1 to 4: C -0.0560; C -0.3055; O -0.2548; S 0.6951

***

Entry 2:
Molecular formula: C33H69BNO29
Method: DFT, ωB97M-V/def2-TZVPD

Calculated values
Maximum force in eV/A: 1.8
Total charge: -1
DFT total energy in eV: -96885.3092

Bonds (Å) are listed after each position.
Positions of all 133 atoms, in Å:
1 C -1.5808 4.8752 -0.5908  C2 1.501, H11 1.078, H12 1.079, H13 1.078
2 C -2.8831 4.1809 -0.8663  C1 1.501, O3 1.224, O4 1.361
3 O -3.9532 4.6957 -0.5688  C2 1.224
4 O -2.8619 3.0147 -1.5682  C2 1.361, C5 1.428
5 C -1.9654 1.9857 -1.1468  O4 1.428, C6 1.477, H14 1.079, H15 1.085
6 C -2.6750 0.9029 -0.4349  C5 1.477, C7 1.520, H16 1.088, H17 1.083
7 C -3.2131 1.1626 0.9622  C6 1.520, C8 1.534, H18 1.086, H19 1.085
8 C -2.3296 1.9562 1.9325  C7 1.534, B9 1.631, H20 1.088, H21 1.087
9 B -1.1797 0.9986 2.5818  C8 1.631, N10 1.558, H22 1.246, H23 1.237
10 N -1.8508 -0.2615 3.2054  B9 1.558, H24 1.008, H25 1.011
11 H -0.7207 4.2621 -0.8084  C1 1.078
12 H -1.4955 5.7823 -1.1691  C1 1.079
13 H -1.5364 5.1111 0.4597  C1 1.078
14 H -1.1416 2.3504 -0.5529  C5 1.079
15 H -1.5363 1.5704 -2.0527  C5 1.085
16 H -3.5088 0.6163 -1.0721  C6 1.088
17 H -1.9977 0.0574 -0.4253  C6 1.083
18 H -4.2184 1.5694 0.8971  C7 1.086
19 H -3.3047 0.1782 1.4098  C7 1.085
20 H -2.9738 2.3475 2.7176  C8 1.088
21 H -1.8466 2.8296 1.5007  C8 1.087
22 H -0.5677 1.6491 3.4504  B9 1.246
23 H -0.3395 0.6616 1.7388  B9 1.237
24 H -1.7946 -0.3561 4.2069  N10 1.008
25 H -1.3302 -1.0496 2.8458  N10 1.011
26 C -3.1781 -3.7571 3.2030  O27 1.429, H32 1.085, H33 1.087, H34 1.087
27 O -2.4791 -4.9813 3.4390  C26 1.429, C28 1.336
28 C -1.5332 -5.2021 2.5211  O27 1.336, O29 1.217, O30 1.336
29 O -1.2161 -4.4458 1.6213  C28 1.217
30 O -0.9777 -6.3931 2.7638  C28 1.336, C31 1.427
31 C 0.0695 -6.7342 1.8570  O30 1.427, H35 1.088, H36 1.088, H37 1.087
32 H -3.9252 -3.6599 3.9839  C26 1.085
33 H -2.5100 -2.8994 3.2288  C26 1.087
34 H -3.6660 -3.8049 2.2324  C26 1.087
35 H 0.8814 -6.0121 1.9165  C31 1.088
36 H -0.3058 -6.7871 0.8368  C31 1.088
37 H 0.4337 -7.7121 2.1598  C31 1.087
38 C 4.2794 1.6543 -0.3589  O39 1.438, H44 1.086, H45 1.089, H46 1.089
39 O 3.2765 1.1413 0.5345  C38 1.438, C40 1.358
40 C 2.7908 -0.0847 0.2119  O39 1.358, O41 1.206, O42 1.330
41 O 3.1476 -0.7538 -0.7257  C40 1.206
42 O 1.8711 -0.3881 1.1230  C40 1.330, C43 1.449
43 C 1.2134 -1.6783 1.0790  O42 1.449, H47 1.089, H48 1.088, H49 1.084
44 H 4.5736 2.6227 0.0356  C38 1.086
45 H 5.1458 0.9949 -0.3789  C38 1.089
46 H 3.8908 1.7887 -1.3673  C38 1.089
47 H 1.9252 -2.4805 1.2651  C43 1.089
48 H 0.7201 -1.8320 0.1220  C43 1.088
49 H 0.4714 -1.6574 1.8690  C43 1.084
50 C -4.2492 3.1788 -4.2843  O51 1.449, H56 1.083, H57 1.083, H58 1.090
51 O -4.1688 1.8631 -4.8872  C50 1.449, C52 1.322
52 C -3.5010 1.7413 -6.0221  O51 1.322, O53 1.203, O54 1.351
53 O -2.9444 2.6122 -6.6373  C52 1.203
54 O -3.5433 0.4351 -6.3631  C52 1.351, C55 1.428
55 C -2.8447 0.0844 -7.5585  O54 1.428, H59 1.081, H60 1.089, H61 1.086
56 H -4.8135 3.0586 -3.3676  C50 1.083
57 H -3.2629 3.5535 -4.0393  C50 1.083
58 H -4.7691 3.8749 -4.9426  C50 1.090
59 H -1.7897 0.3040 -7.4685  C55 1.081
60 H -3.2614 0.6084 -8.4172  C55 1.089
61 H -2.9772 -0.9860 -7.6815  C55 1.086
62 C 0.8523 3.4703 -2.9144  O63 1.430, H68 1.084, H69 1.086, H70 1.087
63 O 2.1676 3.7469 -3.4025  C62 1.430, C64 1.327
64 C 2.2386 4.7705 -4.2446  O63 1.327, O65 1.203, O66 1.335
65 O 1.3210 5.4549 -4.6162  C64 1.203
66 O 3.5148 4.9225 -4.6071  C64 1.335, C67 1.427
67 C 3.7385 6.0023 -5.5121  O66 1.427, H71 1.088, H72 1.088, H73 1.086
68 H 0.9460 2.6287 -2.2370  C62 1.084
69 H 0.4600 4.3251 -2.3712  C62 1.086
70 H 0.1839 3.2076 -3.7307  C62 1.087
71 H 3.4482 6.9491 -5.0611  C67 1.088
72 H 3.1876 5.8493 -6.4380  C67 1.088
73 H 4.8045 6.0080 -5.7181  C67 1.086
74 C -9.9197 7.1329 -4.3694  O75 1.428, H80 1.086, H81 1.088, H82 1.088
75 O -10.0881 5.7672 -4.7510  C74 1.428, C76 1.333
76 C -8.9846 5.2028 -5.2406  O75 1.333, O77 1.200, O78 1.329
77 O -7.9234 5.7454 -5.3836  C76 1.200
78 O -9.2650 3.9392 -5.5438  C76 1.329, C79 1.430
79 C -8.1531 3.2063 -6.0642  O78 1.430, H83 1.088, H84 1.088, H85 1.085
80 H -10.8832 7.4619 -3.9924  C74 1.086
81 H -9.1699 7.2232 -3.5865  C74 1.088
82 H -9.6347 7.7392 -5.2267  C74 1.088
83 H -7.3481 3.1569 -5.3343  C79 1.088
84 H -7.7928 3.6567 -6.9870  C79 1.088
85 H -8.5123 2.2032 -6.2706  C79 1.085
86 C -1.9618 8.3690 1.3122  O87 1.434, H92 1.085, H93 1.087, H94 1.087
87 O -0.8114 9.1222 1.7205  C86 1.434, C88 1.329
88 C 0.3370 8.4722 1.5629  O87 1.329, O89 1.199, O90 1.335
89 O 0.4622 7.3661 1.1175  C88 1.199
90 O 1.3281 9.2567 1.9915  C88 1.335, C91 1.428
91 C 2.6205 8.6592 1.8816  O90 1.428, H95 1.088, H96 1.088, H97 1.086
92 H -2.8201 9.0081 1.4931  C86 1.085
93 H -1.9044 8.1233 0.2544  C86 1.087
94 H -2.0536 7.4576 1.8982  C86 1.087
95 H 2.8518 8.4302 0.8435  C91 1.088
96 H 2.6775 7.7521 2.4797  C91 1.088
97 H 3.3261 9.3927 2.2604  C91 1.086
98 C 4.4696 0.5177 8.1618  O99 1.427, H104 1.087, H105 1.088, H106 1.088
99 O 5.2345 0.5890 6.9591  C98 1.427, C100 1.340
100 C 4.6313 -0.0008 5.9182  O99 1.340, O101 1.195, O102 1.333
101 O 3.5776 -0.5628 5.9511  C100 1.195
102 O 5.4189 0.1389 4.8521  C100 1.333, C103 1.432
103 C 4.8467 -0.3731 3.6435  O102 1.432, H107 1.089, H108 1.088, H109 1.087
104 H 5.0558 1.0247 8.9240  C98 1.087
105 H 3.5110 1.0182 8.0382  C98 1.088
106 H 4.3068 -0.5177 8.4544  C98 1.088
107 H 3.9395 0.1714 3.3874  C103 1.089
108 H 4.6297 -1.4352 3.7401  C103 1.088
109 H 5.5880 -0.2267 2.8623  C103 1.087
110 C 3.6893 -10.2624 -0.2869  O111 1.431, H116 1.085, H117 1.088, H118 1.087
111 O 2.7242 -10.3913 0.7623  C110 1.431, C112 1.330
112 C 2.3493 -11.6408 1.0204  O111 1.330, O113 1.201, O114 1.331
113 O 2.7427 -12.6286 0.4623  C112 1.201
114 O 1.4653 -11.6029 2.0152  C112 1.331, C115 1.429
115 C 0.9678 -12.8828 2.4103  O114 1.429, H119 1.088, H120 1.088, H121 1.085
116 H 3.8945 -9.2003 -0.3757  C110 1.085
117 H 4.6053 -10.7907 -0.0310  C110 1.088
118 H 3.2875 -10.6401 -1.2241  C110 1.087
119 H 1.7777 -13.5164 2.7653  C115 1.088
120 H 0.4536 -13.3661 1.5825  C115 1.088
121 H 0.2669 -12.6974 3.2179  C115 1.085
122 C 7.7586 -5.9726 2.2602  O123 1.428, H128 1.085, H129 1.088, H130 1.088
123 O 6.4990 -6.5663 1.9424  C122 1.428, C124 1.330
124 C 6.1186 -7.5262 2.7814  O123 1.330, O125 1.201, O126 1.330
125 O 6.7379 -7.9161 3.7343  C124 1.201
126 O 4.9349 -7.9787 2.3788  C124 1.330, C127 1.430
127 C 4.3871 -9.0189 3.1932  O126 1.430, H131 1.088, H132 1.089, H133 1.082
128 H 7.9354 -5.2168 1.5015  C122 1.085
129 H 7.7255 -5.5046 3.2415  C122 1.088
130 H 8.5524 -6.7163 2.2300  C122 1.088
131 H 4.2320 -8.6712 4.2124  C127 1.088
132 H 5.0412 -9.8898 3.1936  C127 1.089
133 H 3.4353 -9.2833 2.7518  C127 1.082

Atom charges from the Löwdin analysis, given in e for atoms 1 to 4: C 0.0108; C -0.4920; O 0.0826; O -0.0269